The molecule C14H20F3NO6 in a non-equilibrium geometry. Source: the OMol25 dataset; level of theory: wB97M-V/def2-TZVPD.

Structure (SMILES)   CCCCCCCCC[C@@]1(O)OC(=O)O[C@]1(F)N(C(=O)F)C(=O)F
Lowest unoccupied orbital energy   0.54 eV
Net charge   0
Spin multiplicity   1
Highest occupied orbital energy   -10.9095 eV
Calculated total energy   -36768.35476 eV

Cartesian coordinates (Å):
C: 0.86212 -3.16471 0.53928
C: 2.02807 -2.74920 -0.41737
C: 2.87352 -1.54101 0.15657
C: 2.54822 -0.23307 -0.67272
C: 3.02481 0.98931 0.18809
C: 2.42611 2.36515 -0.24852
C: 0.86890 2.39801 -0.29925
C: 0.16341 1.59497 0.85238
C: -1.34085 2.06557 1.04214
C: -2.27335 0.83909 1.19545
O: -1.66058 -0.01120 2.17330
O: -3.57119 1.01471 1.78966
C: -4.12340 -0.26159 1.59600
O: -5.03237 -0.74234 2.10553
O: -3.40181 -0.98370 0.56605
C: -2.78895 0.09870 -0.11386
F: -3.92290 0.79648 -0.56151
N: -1.82268 -0.22730 -1.15462
C: -1.79802 0.72208 -2.22334
O: -1.54196 0.41373 -3.30616
F: -2.01541 2.03721 -1.99763
C: -2.29355 -1.50649 -1.72715
O: -3.25964 -1.60583 -2.33688
F: -1.58754 -2.62722 -1.49381
H: 0.22844 -3.92924 0.03409
H: 1.24848 -3.65703 1.46333
H: 0.28458 -2.27224 0.87035
H: 1.58258 -2.42409 -1.38691
H: 2.66796 -3.63797 -0.63448
H: 3.96217 -1.77665 0.06457
H: 2.68547 -1.39936 1.24562
H: 1.48150 -0.18852 -0.97936
H: 3.17054 -0.31452 -1.59756
H: 2.91264 0.80628 1.28429
H: 4.13130 1.06596 0.02874
H: 2.85999 3.14947 0.42141
H: 2.79007 2.62549 -1.27409
H: 0.44503 3.43364 -0.27988
H: 0.50854 1.96191 -1.26612
H: 0.71342 1.64288 1.81924
H: 0.13902 0.52762 0.51915
H: -1.37407 2.60553 2.02050
H: -1.65505 2.80059 0.27433
H: -1.14353 -0.70113 1.72114

A structure of composition C32H36Br2CsIN7O3SeSi2 in a non-equilibrium geometry. Source: the OMol25 dataset; level of theory: wB97M-V/def2-TZVPD.

Energy relative to the best compared isomer or geometry (same formula, charge and spin)   0.0 kJ/mol
Lowest unoccupied orbital energy   1.04 eV
Net charge   -1
Spin multiplicity   1
Highest occupied orbital energy   -2.9737 eV
Calculated total energy   -280178.10137 eV

Cartesian coordinates (Å):
Cs: 0.89086 -1.16390 1.25473
C: 3.32593 -1.75601 -1.74737
Si: 1.82099 -1.86132 -2.85474
C: 2.35480 -1.83733 -4.64691
C: 0.99135 -3.51870 -2.52215
C: 0.51235 -0.51701 -2.71820
C: -0.85831 -0.79071 -2.48408
C: -1.60477 -1.84189 -3.14686
C: -2.96425 -1.99778 -2.92450
C: -3.59599 -0.99083 -2.15063
C: -2.78657 -0.05900 -1.46376
N: -1.46918 -0.01106 -1.56684
Si: 0.96505 1.29789 -3.12096
C: 2.15805 2.05249 -1.90066
C: 1.76710 1.55418 -4.80113
C: -0.56035 2.39647 -3.17470
H: 3.42287 -2.68653 -1.15579
H: 3.30298 -0.89860 -1.03977
H: 4.23742 -1.62764 -2.35730
H: 2.70545 -2.82065 -5.01435
H: 3.17325 -1.10761 -4.82673
H: 1.51937 -1.52483 -5.28837
H: 1.78165 -4.30926 -2.53967
H: 0.20931 -3.81223 -3.23453
H: 0.49323 -3.58359 -1.52098
H: -1.07102 -2.46186 -3.84397
H: -3.48453 -2.83354 -3.38208
H: -4.66015 -0.97934 -2.00075
H: -3.26232 0.65998 -0.79724
H: 3.17728 2.03298 -2.34021
H: 2.20626 1.56378 -0.89647
H: 1.86146 3.10325 -1.76776
H: 2.78440 1.10459 -4.88851
H: 1.84875 2.63557 -4.96554
H: 1.11585 1.12589 -5.58426
H: -1.01154 2.51591 -2.17277
H: -1.35913 1.99926 -3.84735
H: -0.28854 3.37591 -3.58446
O: -3.65227 0.59826 7.74721
C: -3.06941 0.06625 6.62554
C: -3.53079 -1.08108 5.92689
C: -2.66170 -1.61762 5.01932
N: -1.53985 -1.00050 4.56347
C: -1.26009 0.17902 5.09990
Br: 0.13031 1.26355 4.43418
C: -1.95962 0.76206 6.15169
H: -4.24215 -0.03800 8.17238
H: -4.49481 -1.54146 6.18185
H: -2.87072 -2.54340 4.51168
H: -1.68128 1.70543 6.60492
I: -1.91651 6.77815 -0.08767
C: -1.22765 4.94897 0.51508
C: 0.04312 4.39853 0.36775
N: 0.11815 3.28602 1.14134
N: -1.07475 3.04110 1.77531
C: -1.88811 4.04273 1.39292
H: 0.85386 4.76612 -0.26893
H: 0.89715 2.64969 1.25909
H: -2.90911 4.09475 1.71830
Br: 6.99173 1.80987 -2.10704
C: 6.66493 1.52326 -0.27495
C: 7.67815 1.50142 0.73624
N: 7.29560 1.25868 1.95414
C: 6.03505 0.95895 2.29170
C: 4.98114 0.97362 1.35331
C: 5.33392 1.32878 0.05160
C: 3.57708 0.58733 1.85744
O: 3.55403 -0.36840 2.66316
O: 2.57650 1.28117 1.46487
H: 8.72691 1.71664 0.55720
H: 5.83887 0.74022 3.34005
H: 4.56331 1.41524 -0.70230
Se: -2.21071 0.20221 1.67641
N: -1.93334 -1.64505 1.31359
C: -3.09340 -2.24215 1.25129
C: -3.31167 -3.62204 0.95071
C: -4.60897 -4.02208 0.84193
C: -5.74553 -3.15904 0.97319
C: -5.68772 -1.84704 1.31714
C: -4.32696 -1.34506 1.44999
N: -4.09859 -0.05182 1.57037
H: -2.46517 -4.28987 0.77386
H: -4.84154 -5.06103 0.63232
H: -6.69217 -3.66455 0.80950
H: -6.51462 -1.16471 1.41968

What is the highest occupied orbital energy in the first record? -10.9095 eV

What is the lowest unoccupied orbital energy in the second record? 1.04 eV

Which formula does entry 1 have? C14H20F3NO6

Which of these has the lowest highest occupied orbital energy? C14H20F3NO6